Here is 2 unconnected molecules or ions with the total composition C6H12O from the Open Molecules 2025 dataset. Energies are from ωB97M-V with the def2-TZVPD basis set.

The geometry in XYZ format:
```
19
Properties=species:S:1:pos:R:3:forces:R:3:lowdin_charge:R:1
C 0.0840 -2.2350 -0.7975 -0.107 0.060 -0.186 -0.1343
C 0.3495 -1.1602 0.2590 0.098 -0.163 -0.054 -0.1532
C -0.2418 0.6376 1.1626 0.176 0.486 0.601 -0.0820
C -1.5598 1.4061 1.3324 0.014 -0.056 0.055 -0.1190
C 0.7182 1.4382 0.3394 0.123 0.012 -0.014 -0.2438
C 0.4011 0.5900 -0.8173 -0.100 0.011 0.242 -0.2879
O 1.4795 0.3060 -1.6317 -0.075 -0.278 -0.033 -0.0119
H 0.6163 -2.0855 -1.7419 -0.143 0.026 0.054 0.0504
H -0.9831 -2.3588 -1.0034 0.092 0.057 -0.018 0.0708
H 0.4427 -3.1950 -0.3962 -0.083 0.218 -0.082 0.0756
H 1.4248 -1.0220 0.3961 -0.191 0.009 0.057 0.0900
H -0.0134 -1.5797 1.2009 -0.180 0.354 -0.340 0.0746
H -2.4886 1.2098 0.7796 0.398 -0.387 -0.133 0.0758
H -1.8067 1.2876 2.3956 -0.173 -0.113 -0.199 0.0643
H -1.3442 2.4766 1.1876 -0.154 -0.164 -0.092 0.0608
H 1.7348 1.2587 0.6933 0.111 0.219 -0.316 0.1197
H 0.4958 2.5024 0.2447 0.078 -0.101 -0.117 0.1098
H -0.5100 0.8327 -1.3766 0.123 -0.244 0.371 0.1453
H 1.1963 -0.2171 -2.3932 -0.007 0.056 0.204 0.0951
```
Positions in Å, forces in eV/Å.

Properties
**Relative energy (zero: lowest compared OMol25 entry of this formula, charge and spin)**: 650.4 kJ/mol
**DFT total energy**: -8457.61345 eV
**Kohn-Sham gap**: 7.749 eV
**2S+1**: 1
**Highest occupied orbital energy**: -0.25588 Eh

Here is 2 unconnected molecules or ions with the total composition C6H12O from the Open Molecules 2025 dataset. Energies are from ωB97M-V with the def2-TZVPD basis set.

The geometry in XYZ format:
```
19
Properties=species:S:1:pos:R:3:forces:R:3:lowdin_charge:R:1
C -1.7974 -1.7332 -0.1288 -0.101 -0.076 0.194 -0.0806
C -1.0854 -0.5023 -0.5468 0.352 -0.033 -0.434 -0.1177
C -0.0051 -0.0444 0.0504 -0.359 -0.439 -1.152 -0.2889
C 1.0509 -0.3161 0.9888 0.364 -0.111 0.383 -0.0408
C 1.1888 0.7696 -0.0666 -0.258 0.541 0.292 -0.2839
C 2.1178 0.6343 -1.2116 0.251 -0.183 -0.409 -0.0614
H -1.6545 -2.5065 -0.8685 0.033 -0.316 -0.373 0.0735
H -2.8581 -1.5563 -0.0648 -0.510 -0.002 0.131 0.0709
H -1.4405 -2.1299 0.8164 0.064 0.105 0.169 0.0826
H -1.4243 -0.0213 -1.4664 -0.031 0.051 0.226 0.1220
H 1.6280 -1.2048 0.8593 0.306 -0.573 -0.115 0.1075
H 0.9216 -0.0312 2.0081 0.002 0.331 0.594 0.1058
H 1.1249 1.7661 0.3071 -0.120 0.640 0.449 0.1306
H 2.1593 -0.4008 -1.5113 0.084 -0.407 -0.319 0.0806
H 3.1143 0.9411 -0.9353 0.435 0.099 0.146 0.0742
H 1.8295 1.2384 -2.0684 -0.189 0.013 -0.076 0.0798
O -1.7491 1.6834 1.5923 0.473 -0.864 -0.521 -0.0846
H -1.7802 2.3753 0.9269 -0.087 0.203 0.025 0.0297
H -1.3534 0.9258 1.0739 -0.708 1.019 0.790 0.0005
```
Positions in Å, forces in eV/Å.

Properties
**Relative energy (zero: lowest compared OMol25 entry of this formula, charge and spin)**: 203.2 kJ/mol
**DFT total energy**: -8462.24790 eV
**Kohn-Sham gap**: 10.477 eV
**2S+1**: 1
**Highest occupied orbital energy**: -0.34984 Eh
**SMILES string**: C/C=C1\C[C@H]1C.O

Here is 2 unconnected molecules or ions with the total composition C6H12O from the Open Molecules 2025 dataset. Energies are from ωB97M-V with the def2-TZVPD basis set.

The geometry in XYZ format:
```
19
Properties=species:S:1:pos:R:3:forces:R:3:lowdin_charge:R:1
C -1.3714 1.5140 -2.1234 -0.059 0.069 -0.033 -0.1038
C -0.4219 0.5994 -1.3431 0.110 -0.034 -0.011 -0.2205
C -0.0744 1.2267 -0.0180 0.240 0.098 0.047 -0.3049
O 1.0303 1.5994 0.3026 -0.472 -0.113 -0.149 0.0335
H -2.2835 1.7155 -1.5497 0.126 -0.027 -0.090 0.0749
H -0.8933 2.4735 -2.3458 -0.071 -0.133 0.020 0.0791
H -1.6664 1.0536 -3.0706 0.042 0.055 0.143 0.0729
H -0.9101 -0.3636 -1.1440 0.071 0.160 -0.006 0.0994
H 0.5046 0.4138 -1.8952 -0.122 0.034 0.064 0.1173
H -0.9384 1.3678 0.6685 0.114 0.014 -0.044 0.1286
C -0.5808 -1.8240 1.2696 0.149 0.034 0.064 -0.0360
C 0.5798 -1.3012 1.6599 -0.163 -0.087 -0.031 -0.2577
C 1.8828 -1.4529 0.9338 0.005 -0.025 -0.048 -0.1099
H -1.4966 -1.6753 1.8362 0.152 -0.017 -0.054 0.0539
H -0.6541 -2.4323 0.3686 0.039 0.090 0.125 0.0586
H 0.6072 -0.6989 2.5689 -0.018 -0.097 -0.117 0.1022
H 2.6071 -2.0076 1.5421 -0.101 0.089 -0.069 0.0746
H 2.3148 -0.4684 0.7211 -0.053 -0.156 0.040 0.0621
H 1.7508 -1.9858 -0.0143 0.011 0.047 0.149 0.0756
```
Positions in Å, forces in eV/Å.

Properties
**Relative energy (zero: lowest compared OMol25 entry of this formula, charge and spin)**: 128.2 kJ/mol
**DFT total energy**: -8463.02497 eV
**Kohn-Sham gap**: 10.664 eV
**2S+1**: 1
**Highest occupied orbital energy**: -0.35635 Eh
**SMILES string**: CCC=O.C=CC

Here is 2 unconnected molecules or ions with the total composition C6H12O from the Open Molecules 2025 dataset. Energies are from ωB97M-V with the def2-TZVPD basis set.

The geometry in XYZ format:
```
19
Properties=species:S:1:pos:R:3:forces:R:3:lowdin_charge:R:1
C -0.1358 1.3204 -2.1930 0.197 -0.943 -2.991 0.0134
C 0.4097 0.9019 -1.0473 1.113 0.036 1.467 -0.3542
C -0.2471 1.1994 0.2852 0.845 0.227 0.580 -0.0788
C 1.6897 0.0404 -0.8872 -0.758 1.005 -4.047 -0.3371
C 2.8028 0.3682 -1.6146 -1.428 -0.834 1.202 0.0523
C 1.4383 -1.3210 -0.3702 -0.259 -1.303 -1.910 -0.0814
H 0.1307 0.7275 -3.2309 -0.231 1.974 2.673 0.1168
H -0.9052 2.1550 -2.3210 0.852 -1.610 0.613 0.0768
H -0.9608 0.4339 0.5474 0.007 -0.612 0.157 0.0770
H -0.8309 2.0647 0.2301 -1.104 1.517 -0.435 0.0449
H 0.3954 1.4217 1.1659 0.092 -0.630 -0.726 0.0931
H 3.5937 -0.4210 -1.6931 -0.459 1.242 -0.013 0.0727
H 2.8156 1.3494 -2.1158 0.431 -0.720 0.243 0.0652
H 0.4497 -1.7675 -0.6766 0.819 0.779 0.221 0.1098
H 1.4640 -1.2791 0.6586 0.021 -0.404 2.521 0.0458
H 2.1988 -2.0208 -0.7581 -0.139 0.275 0.446 0.0838
O -5.0291 -1.8931 4.5861 -2.047 0.524 -1.405 -0.0517
H -4.3863 -2.3085 5.1216 1.373 0.243 0.714 0.0060
H -4.8933 -0.9716 4.3130 0.674 -0.767 0.691 0.0457
```
Positions in Å, forces in eV/Å.

Properties
**Relative energy (zero: lowest compared OMol25 entry of this formula, charge and spin)**: 265.6 kJ/mol
**DFT total energy**: -8461.60142 eV
**Kohn-Sham gap**: 9.866 eV
**2S+1**: 1
**Highest occupied orbital energy**: -0.33473 Eh
**SMILES string**: C=C(C)C(=C)C.O

Here is a molecular structure, C6H12O from the Open Molecules 2025 dataset. Energies are from ωB97M-V with the def2-TZVPD basis set.

The geometry in XYZ format:
```
19
Properties=species:S:1:pos:R:3:forces:R:3:lowdin_charge:R:1
C 2.6944 -0.0406 0.1184 0.059 0.040 -0.046 -0.1224
C 1.3928 -0.4111 0.8304 -0.070 -0.056 -0.003 -0.2741
C 0.1834 0.2854 0.2735 0.400 0.286 0.500 -0.1388
C -1.0898 -0.3200 0.1191 -0.493 -0.141 -0.288 -0.3423
C -1.7366 0.1371 -1.1834 -0.083 0.184 -0.211 -0.1569
O -3.0725 0.1780 -0.7197 -0.007 -0.008 -0.098 -0.0819
C -2.4953 0.2610 0.5714 0.025 -0.030 0.744 -0.1385
H 2.6596 -0.3627 -0.9278 0.028 0.049 0.147 0.0649
H 2.8506 1.0445 0.1275 -0.024 -0.156 0.006 0.0729
H 3.5603 -0.5097 0.5979 -0.141 0.065 -0.065 0.0688
H 1.4848 -0.1458 1.8976 -0.003 -0.036 -0.150 0.1123
H 1.2467 -1.4978 0.7941 0.002 0.156 -0.010 0.1093
H 0.3522 -0.1952 -1.5950 -0.288 -0.200 -0.412 0.0979
H 0.2265 1.3749 0.2579 -0.027 -0.142 -0.054 0.1193
H -1.0916 -1.4081 0.2246 -0.014 0.130 -0.028 0.1525
H -0.3233 -0.4373 -2.0267 0.601 0.076 0.125 0.0998
H -1.4193 1.1175 -1.5776 0.000 -0.199 -0.003 0.1058
H -2.4083 1.2959 0.9176 -0.019 -0.122 -0.081 0.1261
H -3.0148 -0.3661 1.3002 0.054 0.106 -0.073 0.1252
```
Positions in Å, forces in eV/Å.

Properties
**Relative energy (zero: lowest compared OMol25 entry of this formula, charge and spin)**: 611.0 kJ/mol
**DFT total energy**: -8458.02145 eV
**Kohn-Sham gap (alpha / beta)**: 7.975 / 7.951 eV
**2S+1**: 1
**Highest occupied orbital energy (alpha / beta)**: -0.28645 / -0.28305 Eh

Repeat the second record exactly.
Here is 2 unconnected molecules or ions with the total composition C6H12O from the Open Molecules 2025 dataset. Energies are from ωB97M-V with the def2-TZVPD basis set.

The geometry in XYZ format:
```
19
Properties=species:S:1:pos:R:3:forces:R:3:lowdin_charge:R:1
C -1.7974 -1.7332 -0.1288 -0.101 -0.076 0.194 -0.0806
C -1.0854 -0.5023 -0.5468 0.352 -0.033 -0.434 -0.1177
C -0.0051 -0.0444 0.0504 -0.359 -0.439 -1.152 -0.2889
C 1.0509 -0.3161 0.9888 0.364 -0.111 0.383 -0.0408
C 1.1888 0.7696 -0.0666 -0.258 0.541 0.292 -0.2839
C 2.1178 0.6343 -1.2116 0.251 -0.183 -0.409 -0.0614
H -1.6545 -2.5065 -0.8685 0.033 -0.316 -0.373 0.0735
H -2.8581 -1.5563 -0.0648 -0.510 -0.002 0.131 0.0709
H -1.4405 -2.1299 0.8164 0.064 0.105 0.169 0.0826
H -1.4243 -0.0213 -1.4664 -0.031 0.051 0.226 0.1220
H 1.6280 -1.2048 0.8593 0.306 -0.573 -0.115 0.1075
H 0.9216 -0.0312 2.0081 0.002 0.331 0.594 0.1058
H 1.1249 1.7661 0.3071 -0.120 0.640 0.449 0.1306
H 2.1593 -0.4008 -1.5113 0.084 -0.407 -0.319 0.0806
H 3.1143 0.9411 -0.9353 0.435 0.099 0.146 0.0742
H 1.8295 1.2384 -2.0684 -0.189 0.013 -0.076 0.0798
O -1.7491 1.6834 1.5923 0.473 -0.864 -0.521 -0.0846
H -1.7802 2.3753 0.9269 -0.087 0.203 0.025 0.0297
H -1.3534 0.9258 1.0739 -0.708 1.019 0.790 0.0005
```
Positions in Å, forces in eV/Å.

Properties
**Relative energy (zero: lowest compared OMol25 entry of this formula, charge and spin)**: 203.2 kJ/mol
**DFT total energy**: -8462.24790 eV
**Kohn-Sham gap**: 10.477 eV
**2S+1**: 1
**Highest occupied orbital energy**: -0.34984 Eh
**SMILES string**: C/C=C1\C[C@H]1C.O

Q: DFT total energy of number 4 (C6H12O)?
A: -8461.60142 eV